Record 1
C22H25BCdF4NO | ωB97M-V/def2-TZVPD

Summary:
Net charge: -1
HOMO-LUMO gap (eV): 5.91
Molar mass (g mol⁻¹): 518.66
HOMO (hartree): -0.1409

XYZ file:
```
55
C22H25BCdF4NO, DFT ωB97M-V/def2-TZVPD
C 2.33 0.14 1.50
C 2.66 -0.46 0.25
C 2.38 0.48 -0.78
H 3.11 -1.43 0.08
C 1.83 1.66 -0.17
C 1.81 1.44 1.25
H 1.68 2.60 -0.68
C -1.42 -1.88 1.48
C -0.32 -2.51 0.87
C -0.47 -2.41 -0.54
H 0.49 -3.02 1.40
C -1.61 -1.61 -0.81
C -2.18 -1.24 0.47
H 2.63 0.39 -1.83
H 1.60 2.16 2.03
H 2.51 -0.24 2.50
H -3.14 -0.75 0.58
H 0.12 -2.96 -1.28
H -1.65 -1.94 2.53
Cd -0.30 0.46 0.26
C -2.37 -1.47 -2.13
C -3.76 -2.11 -1.93
C -1.64 -2.22 -3.25
H -3.67 -3.12 -1.50
H -4.29 -2.19 -2.89
H -4.38 -1.50 -1.26
H -1.66 -3.30 -3.08
H -0.59 -1.90 -3.34
H -2.13 -2.03 -4.21
C -2.58 0.03 -2.53
C -1.33 0.78 -2.89
H -3.00 0.55 -1.66
H -3.32 0.07 -3.35
O -0.39 0.85 -2.03
N -1.22 1.44 -4.04
C -0.25 2.55 -4.17
H -2.03 1.47 -4.68
C 1.12 2.00 -4.44
C 2.24 2.63 -3.91
H 2.11 3.52 -3.28
C 3.52 2.14 -4.18
H 4.39 2.66 -3.78
C 3.67 1.01 -4.99
H 4.67 0.64 -5.22
C 2.54 0.35 -5.50
H 2.65 -0.53 -6.13
C 1.26 0.85 -5.23
H 0.37 0.35 -5.62
H -0.26 3.14 -3.24
H -0.56 3.22 -4.98
F -0.62 0.65 2.55
B -0.22 0.26 3.99
F 0.18 -1.07 3.87
F 0.81 1.12 4.37
F -1.35 0.42 4.79
```

***

Record 2
C22H25Cl3N3O6RbS | ωB97M-V/def2-TZVPD

Summary:
Net charge: -2
HOMO-LUMO gap (eV): 4.96
Molar mass (g mol⁻¹): 651.35
HOMO (hartree): -0.0486

XYZ file:
```
61
C22H25Cl3N3O6RbS, DFT ωB97M-V/def2-TZVPD
Rb 0.38 -0.73 0.05
C 1.72 3.36 0.40
C 0.91 3.18 1.68
O 0.74 1.81 1.89
C -0.07 1.48 3.00
C -1.53 2.00 2.88
O -1.91 2.32 1.56
C -2.69 1.32 0.90
C -2.65 1.60 -0.58
O -1.40 1.23 -1.10
C -0.75 2.12 -1.97
C -0.03 3.23 -1.22
O 1.16 2.68 -0.70
H 2.71 2.92 0.53
H 1.83 4.43 0.19
H -0.06 3.69 1.61
H 1.47 3.64 2.51
H 0.37 1.91 3.91
H -0.02 0.39 3.08
H -1.66 2.91 3.48
H -2.19 1.24 3.31
H -3.72 1.36 1.27
H -2.31 0.31 1.08
H -2.86 2.67 -0.77
H -3.43 1.00 -1.07
H -1.46 2.55 -2.69
H -0.01 1.53 -2.52
H -0.68 3.62 -0.43
H 0.21 4.06 -1.91
N -3.23 -3.30 2.08
C -2.29 -3.11 1.06
S -2.83 -2.16 -0.29
N -1.15 -3.67 1.31
N -0.22 -3.59 0.29
C 1.00 -3.65 0.69
C 1.51 -3.65 2.08
C 2.37 -4.66 2.45
C 2.89 -4.78 3.74
C 2.53 -3.81 4.67
C 1.70 -2.76 4.32
C 1.19 -2.59 3.00
O 0.52 -1.55 2.68
H -3.90 -2.55 2.11
H -2.77 -3.47 2.96
H 1.74 -3.66 -0.12
H 2.63 -5.41 1.71
H 3.55 -5.60 4.00
H 2.90 -3.87 5.69
H 1.44 -2.00 5.05
Cl 7.55 0.01 -3.35
C 5.82 -0.07 -3.03
C 5.35 -0.01 -1.73
C 4.00 -0.07 -1.51
Cl 3.44 0.00 0.15
C 2.99 -0.17 -2.53
O 1.76 -0.21 -2.30
C 3.58 -0.24 -3.84
Cl 2.49 -0.37 -5.20
C 4.94 -0.18 -4.09
H 6.03 0.07 -0.90
H 5.30 -0.23 -5.11
```

***

Record 3
C22H25Cl5O3OsS | ωB97M-V/def2-TZVPD

Summary:
Net charge: +2
HOMO-LUMO gap (eV): 6.38
Molar mass (g mol⁻¹): 737.00
HOMO (hartree): -0.5324

XYZ file:
```
57
C22H25Cl5O3OsS, DFT ωB97M-V/def2-TZVPD
Os 1.17 1.17 -0.51
Cl -0.49 3.89 1.34
C 1.20 3.85 1.11
C 1.76 2.86 0.29
C 3.14 2.85 0.09
Cl 3.60 1.59 -1.04
C 4.02 3.71 0.70
Cl 5.69 3.58 0.44
C 3.44 4.69 1.53
Cl 4.46 5.80 2.30
C 2.04 4.76 1.72
Cl 1.40 5.98 2.73
C -6.11 -0.90 -3.52
C -4.80 -0.51 -2.91
C -3.67 -0.33 -3.73
C -2.45 0.04 -3.23
C -1.33 0.22 -4.21
C -2.34 0.26 -1.81
C -3.47 0.08 -0.96
C -3.50 0.31 0.52
C -4.67 -0.30 -1.54
C -1.11 0.69 -1.27
O 0.00 0.89 -2.00
O -0.81 0.96 -0.03
H -6.44 -0.13 -4.22
H -6.88 -1.04 -2.76
H -6.00 -1.82 -4.09
H -3.78 -0.49 -4.79
H -1.67 -0.05 -5.21
H -0.47 -0.41 -3.98
H -0.98 1.25 -4.25
H -3.77 1.35 0.73
H -2.56 0.12 1.03
H -4.27 -0.31 0.97
H -5.53 -0.44 -0.91
C 0.83 -4.75 0.71
C 1.45 -3.42 1.16
C 0.34 -2.40 1.39
S 0.82 -0.74 1.86
O 1.72 -0.28 0.58
C 2.07 -0.96 3.15
C 3.52 -1.15 2.70
C 4.27 0.18 2.59
H 1.61 -5.50 0.59
H 0.31 -4.64 -0.24
H 0.12 -5.12 1.45
H 2.14 -3.06 0.39
H 2.02 -3.57 2.08
H -0.35 -2.70 2.17
H -0.26 -2.23 0.49
H 1.67 -1.81 3.72
H 1.96 -0.07 3.78
H 3.56 -1.69 1.76
H 4.00 -1.78 3.44
H 3.80 0.84 1.87
H 5.30 0.01 2.29
H 4.28 0.69 3.56
```

***

Record 4
C22H25ClNO5Os | ωB97M-V/def2-TZVPD

Summary:
Spin multiplicity: 5
Net charge: +1
HOMO-LUMO gap (alpha / beta) (eV): 5.92 / 6.73
Molar mass (g mol⁻¹): 609.13
HOMO (alpha / beta) (hartree): -0.3378 / -0.4362
<S²>: 6.0516

XYZ file:
```
55
C22H25ClNO5Os, DFT ωB97M-V/def2-TZVPD
C 1.93 0.05 3.00
C 2.30 -0.56 1.74
C 2.15 0.46 0.73
H 2.71 -1.55 1.63
C 1.63 1.67 1.33
C 1.51 1.44 2.75
H 1.41 2.62 0.85
C -1.20 -1.53 2.95
C -0.06 -2.18 2.30
C -0.36 -2.25 0.91
H 0.78 -2.62 2.81
C -1.63 -1.56 0.69
C -2.11 -1.05 1.93
H 2.51 0.38 -0.28
H 1.03 2.08 3.44
H 1.94 -0.49 3.91
H -3.02 -0.48 2.11
H 0.22 -2.78 0.16
H -1.37 -1.37 3.98
Os 0.17 -0.17 1.46
C -2.40 -1.49 -0.63
C -3.78 -2.12 -0.44
C -1.64 -2.19 -1.76
H -3.69 -3.11 0.02
H -4.26 -2.24 -1.41
H -4.42 -1.50 0.20
H -1.71 -3.28 -1.62
H -0.58 -1.90 -1.78
H -2.12 -1.93 -2.71
C -2.59 0.02 -0.95
C -1.29 0.70 -1.28
H -3.04 0.54 -0.08
H -3.30 0.09 -1.79
O -0.26 0.60 -0.52
N -1.23 1.47 -2.36
C -0.22 2.55 -2.61
H -1.79 1.18 -3.17
C 1.15 2.00 -2.91
C 2.30 2.65 -2.43
H 2.21 3.55 -1.80
C 3.57 2.15 -2.75
H 4.46 2.66 -2.37
C 3.70 1.02 -3.56
H 4.69 0.63 -3.82
C 2.55 0.38 -4.06
H 2.63 -0.50 -4.69
C 1.28 0.89 -3.74
H 0.38 0.40 -4.13
H -0.20 3.21 -1.73
H -0.61 3.11 -3.46
O 1.02 1.01 5.67
Cl -0.02 0.04 5.40
O 0.34 -1.35 5.64
O -1.38 0.40 5.65
O -0.25 0.25 3.56
```